1.
The following is a quantum chemistry calculation of 8 unconnected molecules or ions with the total composition C34H41F21IN2O16 in a non-equilibrium geometry, from the OMol25 dataset.

- F_max: 5.52 eV Å⁻¹
- Total charge: +1
- HOMO level: -12.321 eV
- Frontier orbital gap: 0.265 Ha

Cartesian coordinates (Å):
N (5.5004, -0.9569, 3.1960)
C (4.3164, -0.0994, 3.0148)
C (2.9669, -0.7078, 2.4707)
C (1.7793, 0.2960, 2.3716)
C (0.3210, -0.1945, 1.8751)
O (-0.1736, 0.0850, 0.7708)
O (-0.4090, -0.9633, 2.8506)
C (1.9699, 1.7846, 2.7889)
I (0.2939, 3.1526, 2.6830)
C (3.3663, 2.2139, 3.2775)
N (4.4672, 1.2857, 3.3845)
H (6.2942, -0.3997, 2.8299)
H (5.3631, -1.7267, 2.5178)
H (2.8811, -1.8098, 2.1884)
H (-0.1497, -0.5216, 3.7050)
H (3.5156, 3.2975, 3.5863)
H (5.3731, 1.6242, 3.7433)
C (6.6887, -5.6738, 7.6583)
C (5.4181, -4.8749, 7.4476)
O (5.2783, -4.4921, 6.0674)
C (4.8010, -5.4427, 5.2364)
O (4.5042, -6.5554, 5.5802)
C (4.6601, -4.8903, 3.8209)
F (5.7487, -4.1937, 3.4233)
F (3.6074, -4.0441, 3.7101)
F (4.4703, -5.8519, 2.9023)
H (7.5563, -5.1192, 7.2903)
H (6.8327, -5.8953, 8.7154)
H (6.6583, -6.6167, 7.1091)
H (5.4655, -3.9501, 8.0267)
H (4.5346, -5.4226, 7.7881)
C (-3.0122, -0.0632, 0.1674)
C (-3.2353, 0.2258, -1.3035)
O (-4.6388, 0.3273, -1.5971)
C (-5.2220, 1.5049, -1.2931)
O (-4.6441, 2.4396, -0.7986)
C (-6.6930, 1.4914, -1.6983)
F (-7.3252, 0.3612, -1.3205)
F (-6.8466, 1.5829, -3.0364)
F (-7.3906, 2.5111, -1.1655)
H (-3.5668, -0.9553, 0.4718)
H (-1.9479, -0.2177, 0.3742)
H (-3.3689, 0.7606, 0.7909)
H (-2.8485, -0.6012, -1.9028)
H (-2.7077, 1.1292, -1.6233)
C (-5.6649, 5.1344, -5.7999)
C (-4.4597, 4.5974, -5.0539)
O (-3.8701, 3.4952, -5.7636)
C (-3.0655, 3.8203, -6.7983)
O (-2.8323, 4.9482, -7.1454)
C (-2.4741, 2.5627, -7.4284)
F (-3.3997, 1.5997, -7.6274)
F (-1.5146, 2.0151, -6.6502)
F (-1.9069, 2.7984, -8.6249)
H (-6.3830, 4.3334, -5.9961)
H (-6.1585, 5.9192, -5.2224)
H (-5.3785, 5.5483, -6.7692)
H (-4.7720, 4.2130, -4.0802)
H (-3.7173, 5.3790, -4.8680)
C (-8.1196, 1.2322, -6.6400)
C (-8.3272, 1.5242, -8.1128)
O (-9.7266, 1.6264, -8.4189)
C (-10.3116, 2.8053, -8.1167)
O (-9.7367, 3.7365, -7.6153)
C (-11.7793, 2.7949, -8.5342)
F (-12.4140, 1.6629, -8.1629)
F (-11.9200, 2.8901, -9.8736)
F (-12.4775, 3.8148, -8.0031)
H (-8.6770, 0.3399, -6.3430)
H (-7.0602, 1.0772, -6.4222)
H (-8.4825, 2.0544, -6.0188)
H (-7.9340, 0.6986, -8.7099)
H (-7.7960, 2.4281, -8.4252)
C (-6.9926, 5.7385, -0.6776)
C (-6.5947, 7.1789, -0.4248)
O (-6.7161, 7.9580, -1.6255)
C (-7.9636, 8.3725, -1.9376)
O (-8.9420, 8.1229, -1.2840)
C (-7.9410, 9.2238, -3.2038)
F (-7.1955, 8.6706, -4.1852)
F (-7.4222, 10.4491, -2.9747)
F (-9.1670, 9.4184, -3.7206)
H (-6.4147, 5.3208, -1.5064)
H (-6.8257, 5.1291, 0.2132)
H (-8.0463, 5.6620, -0.9551)
H (-5.5448, 7.2230, -0.1265)
H (-7.1784, 7.6241, 0.3861)
C (8.3374, -0.7493, -2.3232)
C (9.0081, 0.5428, -1.9011)
O (8.0790, 1.3976, -1.2096)
C (7.8604, 1.1060, 0.0856)
O (8.3802, 0.1917, 0.6745)
C (6.8970, 2.1140, 0.7034)
F (5.8222, 2.3502, -0.0747)
F (7.4820, 3.3085, 0.9131)
F (6.4167, 1.7073, 1.9039)
H (7.4424, -0.5415, -2.9156)
H (9.0198, -1.3625, -2.9152)
H (8.0163, -1.3303, -1.4554)
H (9.3397, 1.0903, -2.7856)
H (9.8937, 0.3577, -1.2868)
C (9.6878, -11.2453, 6.5628)
C (9.6720, -11.3538, 8.0747)
O (9.1044, -10.1722, 8.6642)
C (7.7563, -10.1040, 8.6694)
O (7.0340, -10.9516, 8.2142)
C (7.2901, -8.8272, 9.3630)
F (7.9750, -7.7348, 8.9553)
F (7.4464, -8.8960, 10.7016)
F (5.9882, -8.5610, 9.1463)
H (10.2041, -10.3341, 6.2489)
H (10.1899, -12.1079, 6.1194)
H (8.6741, -11.1913, 6.1596)
H (10.6953, -11.4306, 8.4481)
H (9.1389, -12.2477, 8.4109)

Cartesian forces (eV/Å) of the 6 atoms listed first:
N -2.5693 2.3707 -2.0036
C -0.9077 -0.5699 -0.3164
C -0.2879 4.8064 1.2418
C 2.8399 -0.0647 0.9846
C -1.7752 0.2533 -1.5407
O 3.2319 -1.1533 4.3197

2.
The following is a quantum chemistry calculation of 10 unconnected molecules or ions with the total composition C34H41F5O26S5 in a non-equilibrium geometry, from the OMol25 dataset.

- F_max: 5.52 eV Å⁻¹
- SMILES: O=C1OC[C@@H](F)O1.O=C1OC[C@@H](F)O1.O=S1(=O)OCCO1.O=S1(=O)OCCO1.O=S1(=O)OCCO1.O=S1(=O)OCCO1.O=S1(=O)OCCO1.Fc1ccccc1.Fc1ccccc1.Fc1ccccc1
- HOMO level: -9.339 eV
- Frontier orbital gap: 0.348 Ha

Cartesian coordinates (Å):
O (15.1517, 16.0913, 11.2733)
C (15.5610, 14.9693, 11.6448)
O (16.8838, 14.7533, 12.0836)
C (17.1830, 13.3981, 12.1897)
C (15.7970, 12.7230, 12.0902)
F (15.4882, 12.2034, 13.2984)
O (14.8877, 13.7590, 11.6954)
H (17.8605, 13.1248, 11.3807)
H (17.6519, 13.0952, 13.1259)
H (15.6266, 11.9481, 11.3429)
O (15.8736, 5.4411, 16.0223)
C (16.3911, 6.3406, 15.3587)
O (15.8566, 7.6143, 15.2148)
C (16.4737, 8.2739, 14.1719)
C (17.8524, 7.6361, 14.3795)
F (18.5279, 8.4320, 15.2392)
O (17.5926, 6.3033, 14.7109)
H (16.0365, 7.9232, 13.2370)
H (16.3836, 9.3522, 14.3035)
H (18.4791, 7.6826, 13.4890)
O (14.0193, 5.8229, 9.3587)
S (13.2479, 6.7890, 10.1301)
O (13.7441, 7.1196, 11.4469)
O (13.0593, 8.2181, 9.3044)
C (11.7823, 8.7745, 9.5957)
C (10.8659, 7.6888, 10.1520)
O (11.6044, 6.4801, 10.1339)
H (11.8964, 9.5967, 10.3021)
H (11.3018, 9.2367, 8.7334)
H (9.9908, 7.4799, 9.5368)
H (10.5045, 7.8399, 11.1692)
O (11.2930, 14.2001, 19.2764)
S (12.3188, 13.1658, 19.2803)
O (13.2343, 13.1962, 18.1320)
O (13.1469, 13.1308, 20.7155)
C (13.5192, 11.8157, 21.1324)
C (12.5343, 10.8890, 20.3894)
O (11.7199, 11.6736, 19.4884)
H (14.5427, 11.6256, 20.8092)
H (13.3545, 11.7177, 22.2054)
H (11.9516, 10.3994, 21.1696)
H (13.0998, 10.1279, 19.8517)
O (10.9890, 7.7934, 18.9442)
S (10.7885, 7.8261, 17.4873)
O (11.7207, 7.1104, 16.6179)
O (9.2193, 7.4487, 17.0709)
C (8.5848, 8.5013, 16.3235)
C (9.6768, 9.4282, 15.8213)
O (10.5329, 9.4091, 16.9362)
H (8.1453, 8.1725, 15.3818)
H (7.7484, 8.8620, 16.9221)
H (9.3287, 10.4444, 15.6358)
H (10.1229, 9.0169, 14.9158)
O (6.8859, 13.6831, 16.3414)
S (8.1203, 13.7368, 17.0715)
O (8.2185, 13.0997, 18.4070)
O (9.4163, 13.2480, 16.1164)
C (10.2480, 14.3374, 15.7609)
C (9.3696, 15.5563, 15.8166)
O (8.7885, 15.2653, 17.0539)
H (10.9014, 14.3315, 16.6333)
H (10.7772, 14.0422, 14.8549)
H (8.5611, 15.6349, 15.0897)
H (10.1420, 16.3234, 15.8716)
O (14.2127, 9.9247, 12.9294)
S (13.0226, 10.0529, 13.6996)
O (11.8616, 9.4371, 13.1404)
O (13.3237, 9.4718, 15.2262)
C (13.6245, 10.5136, 16.1613)
C (12.7860, 11.7378, 15.6284)
O (12.7469, 11.6251, 14.2288)
H (13.3149, 10.3065, 17.1857)
H (14.6925, 10.6172, 15.9694)
H (13.2800, 12.6828, 15.8541)
H (11.7744, 11.5948, 16.0083)
F (15.9255, 9.0061, 22.2341)
C (15.3794, 8.4876, 21.1428)
C (14.3059, 7.5590, 21.1450)
C (13.8486, 7.0784, 19.9241)
C (14.3677, 7.5506, 18.7515)
C (15.4238, 8.4100, 18.7792)
C (15.9398, 8.9181, 19.9467)
H (13.8964, 7.2258, 22.0872)
H (12.9773, 6.4406, 19.9046)
H (14.0704, 7.2096, 17.7709)
H (15.7649, 8.9226, 17.8920)
H (16.7385, 9.6358, 19.8311)
F (10.1251, 12.4144, 7.4114)
C (10.7324, 12.6869, 8.6724)
C (10.1747, 12.1062, 9.8064)
C (10.7309, 12.2695, 11.0757)
C (11.9145, 13.0377, 11.0933)
C (12.3842, 13.7245, 9.9401)
C (11.7470, 13.5565, 8.7710)
H (9.2741, 11.5538, 9.5826)
H (10.5537, 11.6410, 11.9360)
H (12.4367, 13.2704, 12.0096)
H (13.1896, 14.4438, 9.9595)
H (12.0744, 14.0542, 7.8702)
F (16.5156, 11.2128, 16.8125)
C (17.4110, 12.1270, 16.2368)
C (16.9845, 13.4329, 16.0014)
C (17.9229, 14.3141, 15.4507)
C (19.2150, 13.9118, 15.0598)
C (19.6788, 12.6606, 15.4891)
C (18.7473, 11.7765, 16.0196)
H (15.9795, 13.7880, 16.1754)
H (17.6025, 15.2847, 15.1020)
H (19.8120, 14.7228, 14.6695)
H (20.6578, 12.2932, 15.2189)
H (19.1770, 10.7921, 16.1328)

Cartesian forces (eV/Å) of the 6 atoms listed first:
O 1.2688 -5.1232 1.6112
C 0.4210 2.7952 -0.4145
O -1.6951 1.6796 -0.4067
C -0.6489 -1.2475 -0.7059
C 0.1407 -0.0368 -0.8757
F -0.4011 0.4346 0.4290

3.
The following is a quantum chemistry calculation of a molecular structure, C34H42AgAsN6O2S, from the OMol25 dataset.

- F_max: 0.63 eV Å⁻¹
- HOMO level: -6.282 eV
- Energy relative to the best compared isomer or geometry (same formula, charge and spin): 56.46 kJ/mol
- Frontier orbital gap: 0.232 Ha

Cartesian coordinates (Å):
Ag (-0.1536, 0.1600, 0.2461)
C (1.4669, 5.1636, -2.2683)
C (2.5441, 4.7188, -1.5087)
C (2.6305, 3.3863, -1.1244)
C (1.6419, 2.4624, -1.4892)
C (0.5561, 2.9229, -2.2372)
C (0.4774, 4.2555, -2.6263)
N (1.6626, 1.1392, -1.0241)
C (2.6322, 0.3173, -1.3398)
C (3.7564, 0.6559, -2.1934)
C (4.8051, -0.1909, -2.3425)
C (4.8500, -1.4711, -1.7054)
C (3.7790, -1.8845, -0.9832)
C (2.6343, -1.0523, -0.8287)
N (1.4789, -1.4825, -0.2651)
N (1.4467, -2.6329, 0.2471)
C (0.2323, -2.9351, 0.8951)
C (-0.0771, -4.2867, 1.0549)
C (-1.2188, -4.6408, 1.7411)
C (-2.0341, -3.6445, 2.2635)
C (-1.6551, -2.3332, 2.0536)
N (-0.5523, -1.9759, 1.3928)
H (1.3980, 6.2016, -2.5685)
H (3.3243, 5.4135, -1.2173)
H (3.4818, 3.0275, -0.5530)
H (-0.2497, 2.2296, -2.4580)
H (-0.3756, 4.5868, -3.2092)
H (3.7517, 1.6120, -2.6981)
H (5.6367, 0.1086, -2.9724)
H (5.7154, -2.1095, -1.8277)
H (3.7473, -2.8690, -0.5351)
H (0.5931, -5.0233, 0.6281)
H (-1.4764, -5.6846, 1.8728)
H (-2.9325, -3.8745, 2.8200)
H (-2.2684, -1.5211, 2.4291)
C (-3.0770, 5.7871, -2.7486)
C (-3.0014, 4.5848, -1.8401)
C (-3.8955, 3.5254, -1.9676)
C (-3.8197, 2.4134, -1.1352)
C (-2.8427, 2.3708, -0.1615)
C (-1.9254, 3.4070, -0.0228)
C (-2.0151, 4.5077, -0.8578)
S (-2.7231, 0.9063, 0.8736)
C (-3.2103, 1.7323, 2.3941)
O (-3.8506, -0.0076, 0.5243)
H (-3.7749, 5.6187, -3.5696)
H (-2.0973, 6.0172, -3.1747)
H (-3.4099, 6.6728, -2.2025)
H (-4.6567, 3.5630, -2.7399)
H (-4.4944, 1.5714, -1.2355)
H (-1.1210, 3.3320, 0.7019)
H (-1.2906, 5.3111, -0.7657)
H (-4.2109, 2.1328, 2.2281)
H (-2.4937, 2.5225, 2.6249)
H (-3.2142, 0.9815, 3.1872)
C (0.4387, -0.9402, -3.7187)
As (-1.2958, -0.9477, -2.8993)
C (-1.5183, -2.7103, -2.1786)
C (-2.5407, -0.7641, -4.3493)
O (-1.5597, 0.2378, -1.7790)
H (0.4692, -1.7253, -4.4768)
H (1.1944, -1.1256, -2.9575)
H (0.6193, 0.0304, -4.1773)
H (-1.5559, -3.4467, -2.9824)
H (-2.4387, -2.7298, -1.5976)
H (-0.6732, -2.9169, -1.5259)
H (-2.3572, -1.5048, -5.1260)
H (-2.4196, 0.2375, -4.7530)
H (-3.5484, -0.8723, -3.9574)
N (0.3786, 1.6982, 2.0702)
C (1.2036, 2.3062, 2.6082)
N (2.1447, 3.0273, 3.2028)
C (2.6934, 4.2087, 2.5241)
C (1.8469, 5.4486, 2.8414)
C (1.1795, 5.3057, 4.2209)
C (2.0689, 4.5086, 5.1740)
C (2.2195, 3.0618, 4.6772)
H (2.7416, 4.0151, 1.4568)
H (3.7140, 4.3288, 2.8870)
H (1.0853, 5.5841, 2.0718)
H (2.4904, 6.3318, 2.8156)
H (0.2242, 4.7835, 4.1143)
H (0.9555, 6.2884, 4.6356)
H (1.6502, 4.4955, 6.1798)
H (3.0493, 4.9869, 5.2465)
H (1.4207, 2.4349, 5.0670)
H (3.1690, 2.6318, 4.9977)

Cartesian forces (eV/Å) of the 6 atoms listed first:
Ag 0.0567 0.2241 -0.1263
C -0.0302 -0.1011 0.0112
C -0.0228 -0.1134 0.0325
C 0.0994 0.0404 -0.0800
C 0.0296 -0.0631 0.1577
C -0.0718 0.0869 -0.0205

Question: Among the records above, which one has the lowest F_max?
Answer: C34H42AgAsN6O2S